No. 1
15
Properties=species:S:1:pos:R:3:forces:R:3 method="wB97M-V/def2-TZVPD" e_above_lowest_kcal_mol=26.59 lumo_ev=3.78 charge=-1 e_homo_ev=-3.672
C -1.02470 -0.00280 0.99793 -3.1 -0.3 0.5
N -2.19383 -0.46970 1.76284 3.4 -1.7 -0.9
N 0.18471 -0.34287 1.47890 0.6 -1.5 2.0
N -0.21365 1.16597 -0.70347 3.9 -0.6 -2.4
N -1.26282 0.63389 -0.04239 -1.3 0.9 -1.2
O 2.66030 0.25578 -0.26363 -0.7 0.2 0.3
O 0.92143 -1.46418 -1.25622 0.1 0.5 0.5
O 1.85092 0.46322 -2.57432 1.6 1.8 1.5
P 1.48503 -0.08618 -1.10175 -2.0 -0.3 -0.9
H -2.86863 0.21538 1.81471 -1.6 1.8 0.0
H -1.82325 -0.67660 2.66873 -0.2 -0.1 0.7
H 0.95458 0.03607 0.99780 1.0 1.1 -0.4
H 0.28467 -1.33453 1.33344 0.2 -0.6 0.3
H -0.42614 1.30676 -1.71333 -0.4 -0.1 1.2
H 1.47136 0.29980 -3.39923 -1.4 -1.0 -1.3

No. 2
15
Properties=species:S:1:pos:R:3:forces:R:3 method="wB97M-V/def2-TZVPD" e_above_lowest_kcal_mol=64.01 lumo_ev=0.44 charge=0 e_homo_ev=-8.156
C -1.67456 -0.42980 -0.79164 -1.2 1.7 -5.2
N -1.11408 -0.58771 -1.96517 -0.7 0.1 2.0
N -2.90608 0.16367 -0.56080 2.5 -2.7 3.0
N 1.37498 -0.90692 1.12956 0.6 0.9 3.3
N 2.27979 -1.72333 1.30133 -1.4 -0.3 -4.4
O 0.87305 0.85292 -0.63676 -0.6 -0.6 0.8
O -0.87378 -0.68850 0.23133 -0.8 -0.5 1.8
O 3.31060 0.39316 -1.51776 -0.2 0.6 -0.5
S 0.59998 -0.57210 -0.46755 3.6 -1.0 -1.1
H -1.50225 -0.15975 -2.78439 -0.7 0.0 -0.1
H 3.63344 1.26694 -1.23003 -0.3 -0.6 -0.1
H -3.29747 0.70442 -1.30027 -0.8 -0.1 0.2
H -3.22956 -0.22319 0.36290 -0.8 1.7 -1.7
H 2.74015 -1.75052 2.18498 -0.3 0.8 1.6
H 2.39312 0.57538 -1.83026 1.1 0.0 0.5

Calculated Kohn-Sham gap (eV), listed in the same order as above: 7.5; 8.6